# C6H17CrN2O9S

A structure of composition C6H17CrN2O9S in a non-equilibrium geometry (wB97M-V/def2-TZVPD, OMol25).

Computed properties:
* molecular weight: 345.27 g/mol
* ⟨S²⟩: 3.788
* total charge: -2
* 2S+1: 4
* HOMO level (alpha / beta): 1.9412 / 1.9387 eV
* orbital gap (alpha / beta): 2.4 / 2.4 eV
* LUMO energy (alpha / beta): 4.3 / 4.3 eV

CARTESIAN COORDINATES (ANGSTROEM)
Cr: -0.635 0.392 1.608
O: -1.187 -0.688 3.211
H: -0.638 -0.355 3.947
O: -1.857 1.887 1.948
H: -2.337 2.738 1.944
O: 0.974 1.182 2.330
H: 1.834 1.551 2.608
S: -2.663 -1.959 0.960
O: -1.946 -2.887 1.882
O: -3.433 -1.539 2.106
O: -1.888 -0.794 0.547
O: -3.379 -2.685 -0.090
C: -0.210 2.086 -1.224
O: -0.427 1.284 -0.282
N: -1.158 2.649 -1.998
C: -2.541 2.256 -1.683
C: -1.023 3.123 -3.418
H: 0.788 2.385 -1.581
H: -2.847 2.573 -0.686
H: -2.744 1.185 -1.695
H: -3.362 2.728 -2.223
H: 0.026 3.185 -3.709
H: -1.482 2.432 -4.125
H: -1.403 4.143 -3.455
C: 1.299 -2.177 0.438
O: 0.674 -1.249 0.889
N: 2.649 -2.284 0.351
C: 3.179 -3.325 -0.428
C: 3.505 -1.198 0.873
H: 0.794 -3.060 0.017
H: 4.018 -3.835 0.045
H: 3.659 -2.962 -1.337
H: 2.430 -4.071 -0.696
H: 4.351 -1.630 1.407
H: 3.996 -0.649 0.070
H: 2.985 -0.433 1.449

Atomic partial charges in e from the natural (NBO) method, atoms 1 to 4: atom 1 (Cr): 1.43, atom 2 (O): -0.93, atom 3 (H): 0.41, atom 4 (O): -1.12

# C41H98N7O8PS

A cluster of 5 separate species, C41H98N7O8PS in total in a non-equilibrium geometry (wB97M-V/def2-TZVPD, OMol25).

Computed properties:
* molecular weight: 880.32 g/mol
* SMILES string: CCCCCCCCCCCCCCCCCC[C@]1(P(N)O)[C@@H](CCN)COS(=O)(=O)[C@@H]1CN.COC[C@@H](C)N.COC[C@@H](C)N.COC[C@@H](C)N.COC[C@@H](C)N
* HOMO level: -7.8380 eV
* orbital gap: 8.2 eV
* LUMO energy: 0.4 eV

CARTESIAN COORDINATES (ANGSTROEM)
C: 0.891 -3.205 4.292
C: 1.214 -4.013 3.032
C: 1.617 -3.113 1.855
C: 2.653 -3.798 0.921
C: 3.962 -2.996 0.777
C: 3.819 -1.957 -0.351
C: 3.283 -0.609 0.137
C: 3.648 0.543 -0.815
C: 3.398 1.884 -0.123
C: 2.904 2.995 -1.075
C: 1.722 3.755 -0.443
C: 0.365 3.156 -0.878
C: -0.228 2.217 0.210
C: -1.498 2.781 0.896
C: -2.692 1.920 0.477
C: -3.935 2.115 1.382
C: -4.489 0.792 1.952
C: -5.624 0.119 1.133
C: -5.398 -1.329 0.646
P: -4.054 -1.188 -0.694
N: -4.847 -1.378 -2.232
O: -3.170 -2.578 -0.575
C: -6.742 -1.905 0.130
C: -7.513 -0.921 -0.790
C: -8.691 -0.213 -0.060
N: -8.852 1.192 -0.412
C: -6.601 -3.234 -0.617
O: -5.465 -4.045 -0.233
S: -5.124 -3.998 1.312
O: -3.907 -4.707 1.473
O: -6.189 -4.515 2.118
C: -4.807 -2.270 1.740
C: -5.335 -2.047 3.169
N: -6.759 -1.772 3.263
H: 1.813 -3.011 4.833
H: 0.214 -3.759 4.934
H: 0.452 -2.249 4.029
H: 1.996 -4.728 3.270
H: 0.348 -4.589 2.717
H: 0.726 -2.958 1.253
H: 1.963 -2.138 2.187
H: 2.211 -3.971 -0.054
H: 2.904 -4.768 1.339
H: 4.230 -2.496 1.703
H: 4.744 -3.707 0.526
H: 4.763 -1.822 -0.876
H: 3.119 -2.347 -1.086
H: 3.713 -0.355 1.103
H: 2.201 -0.686 0.188
H: 4.669 0.426 -1.162
H: 2.987 0.436 -1.673
H: 4.297 2.245 0.374
H: 2.662 1.709 0.652
H: 2.615 2.544 -2.019
H: 3.724 3.666 -1.303
H: 1.785 3.672 0.636
H: 1.774 4.805 -0.723
H: 0.514 2.567 -1.777
H: -0.372 3.915 -1.129
H: -0.491 1.291 -0.294
H: 0.520 1.943 0.944
H: -1.352 2.658 1.965
H: -1.651 3.823 0.634
H: -2.968 2.105 -0.556
H: -2.366 0.902 0.611
H: -4.726 2.687 0.904
H: -3.603 2.681 2.249
H: -3.682 0.114 2.207
H: -4.948 1.071 2.901
H: -5.786 0.754 0.264
H: -6.554 0.131 1.684
H: -4.189 -1.736 -2.918
H: -5.181 -0.489 -2.585
H: -2.774 -2.826 -1.424
H: -7.427 -2.092 0.946
H: -6.863 -0.198 -1.262
H: -7.950 -1.515 -1.590
H: -9.584 -0.771 -0.320
H: -8.570 -0.328 1.014
H: -7.999 1.705 -0.230
H: -9.081 1.245 -1.398
H: -7.492 -3.822 -0.396
H: -6.588 -3.117 -1.686
H: -3.738 -2.104 1.771
H: -4.738 -1.260 3.612
H: -5.076 -2.945 3.734
H: -7.276 -2.635 3.138
H: -6.952 -1.384 4.180
C: 7.102 2.249 -1.696
O: 6.084 2.904 -2.430
C: 6.318 4.277 -2.680
C: 7.260 4.568 -3.858
C: 8.735 4.325 -3.551
N: 6.885 3.801 -5.048
H: 7.557 2.911 -0.955
H: 7.873 1.851 -2.361
H: 6.646 1.406 -1.178
H: 5.337 4.694 -2.928
H: 6.653 4.781 -1.763
H: 7.149 5.631 -4.094
H: 8.989 3.266 -3.567
H: 9.357 4.816 -4.298
H: 9.007 4.728 -2.573
H: 5.935 4.049 -5.317
H: 6.811 2.825 -4.771
C: 3.897 4.493 -8.154
O: 3.677 3.971 -6.855
C: 2.335 4.009 -6.407
C: 1.440 2.879 -6.938
C: 1.012 3.059 -8.392
N: 2.071 1.564 -6.790
H: 3.234 5.336 -8.368
H: 3.772 3.719 -8.915
H: 4.929 4.838 -8.199
H: 2.392 3.906 -5.320
H: 1.894 4.994 -6.608
H: 0.532 2.886 -6.329
H: 1.807 2.801 -9.091
H: 0.166 2.410 -8.615
H: 0.704 4.088 -8.588
H: 2.253 1.390 -5.805
H: 2.998 1.618 -7.205
C: -8.240 3.598 7.124
O: -8.587 2.360 7.715
C: -9.255 1.449 6.864
C: -8.341 0.663 5.914
C: -7.828 1.474 4.729
N: -7.190 0.077 6.610
H: -8.991 3.924 6.399
H: -7.260 3.546 6.644
H: -8.180 4.339 7.921
H: -9.740 0.734 7.533
H: -10.056 1.959 6.312
H: -8.940 -0.159 5.509
H: -7.014 2.146 5.000
H: -7.444 0.802 3.961
H: -8.624 2.071 4.279
H: -7.523 -0.560 7.329
H: -6.734 0.822 7.133
C: 8.242 -4.334 -0.598
O: 7.539 -4.649 0.590
C: 7.597 -6.008 0.980
C: 8.885 -6.419 1.710
C: 10.093 -6.580 0.792
N: 9.229 -5.484 2.786
H: 8.200 -5.153 -1.322
H: 9.282 -4.080 -0.385
H: 7.769 -3.455 -1.037
H: 6.762 -6.143 1.672
H: 7.402 -6.661 0.119
H: 8.690 -7.395 2.164
H: 10.524 -5.621 0.506
H: 10.875 -7.144 1.299
H: 9.828 -7.121 -0.119
H: 8.472 -5.463 3.463
H: 9.231 -4.548 2.389

Atomic partial charges in e from the Mulliken method, atoms 1 to 4: atom 1 (C): -1.39, atom 2 (C): -0.35, atom 3 (C): -0.49, atom 4 (C): -1.01

# C5H14O

A cluster of 2 separate species, C5H14O in total in a non-equilibrium geometry (wB97M-V/def2-TZVPD, OMol25).

Computed properties:
* molecular weight: 90.17 g/mol
* SMILES string: CCC(C)C.O
* HOMO level: -10.7449 eV
* orbital gap: 11.5 eV
* LUMO energy: 0.8 eV

CARTESIAN COORDINATES (ANGSTROEM)
C: -1.792 1.059 0.007
C: -0.959 0.057 -0.818
C: 0.518 -0.091 -0.370
C: 1.253 -0.818 -1.461
C: 1.099 1.308 -0.117
H: -2.831 0.881 -0.334
H: -1.560 2.081 -0.261
H: -1.873 0.910 1.080
H: -1.004 0.502 -1.813
H: -1.406 -0.933 -0.708
H: 0.552 -0.693 0.548
H: 2.325 -0.960 -1.310
H: 0.751 -1.731 -1.791
H: 1.229 -0.165 -2.351
H: 0.736 2.115 -0.748
H: 0.695 1.513 0.889
H: 2.183 1.379 -0.009
O: 0.269 -2.315 2.917
H: 0.371 -2.261 3.885
H: -0.555 -1.838 2.766

Atomic partial charges in e from the natural (NBO) method, atoms 1 to 4: atom 1 (C): -0.62, atom 2 (C): -0.39, atom 3 (C): -0.22, atom 4 (C): -0.60